2 unconnected molecules or ions with the total composition C2H5O2P in a non-equilibrium geometry. Source: the OMol25 dataset; level of theory: ωB97M-V/def2-TZVPD.

Element x y z (Å)
C 2.26656 0.81132 0.29924
C -1.47042 -1.41861 -0.00490
O -2.01493 1.24182 0.56575
O 1.47461 0.88568 -0.59137
P -1.54562 0.19852 -0.34351
H 2.19409 0.06202 1.10359
H 3.13023 1.49206 0.37303
H -1.10185 -2.09436 -0.74621
H -1.76645 -1.78166 0.96243
H -1.16621 0.60321 -1.61804

Forces on atoms 1 to 2 (eV/Å):
C 0.418 0.004 0.408
C 0.018 1.513 -0.615

**HOMO energy**: -9.065 eV
**ΔE to the lowest compared entry with this formula, charge and spin**: 1.8378 eV
**Charge**: 0

---

2 unconnected molecules or ions with the total composition C2H5O3 in a non-equilibrium geometry. Source: the OMol25 dataset; level of theory: ωB97M-V/def2-TZVPD.

Element x y z (Å)
O -0.92684 -0.60432 0.68062
C 0.17593 -1.03062 0.40054
O 0.52283 -2.19678 0.37406
C 1.22986 0.03166 0.08046
H 2.19062 -0.16091 0.61115
H 1.70501 -0.11933 -0.85598
H 0.92747 0.98051 0.19501
H -1.81586 0.95867 0.22388
H -1.85315 0.72657 -1.15429
O -2.15589 1.41454 -0.55545

Forces on atoms 1 to 2 (eV/Å):
O -3.299 1.388 0.853
C 1.993 0.607 -0.332

**HOMO energy**: -4.213 eV
**ΔE to the lowest compared entry with this formula, charge and spin**: 0.6508 eV
**Charge**: -1

---

2 unconnected molecules or ions with the total composition C2H5O3 in a non-equilibrium geometry. Source: the OMol25 dataset; level of theory: ωB97M-V/def2-TZVPD.

Element x y z (Å)
O -0.20249 -0.11701 -1.99687
C 0.43438 -0.00048 -0.88838
O 0.52983 0.89155 -0.06011
C 0.77047 -1.39152 -0.31867
H 0.01370 -2.29472 -0.31855
H 1.89355 -1.47638 -0.55149
H 0.98989 -1.24776 0.73395
H -0.81414 1.73868 0.66546
H -2.03932 1.64239 1.65012
O -1.57586 2.25526 1.08456

Forces on atoms 1 to 2 (eV/Å):
O 1.533 1.493 1.051
C -4.064 -3.856 -1.810

**HOMO energy**: -4.060 eV
**ΔE to the lowest compared entry with this formula, charge and spin**: 1.2201 eV
**Charge**: -1

---

2 unconnected molecules or ions with the total composition C2H5O3 in a non-equilibrium geometry. Source: the OMol25 dataset; level of theory: ωB97M-V/def2-TZVPD.

Element x y z (Å)
C 0.66524 1.56535 0.46494
O -0.61253 1.01056 0.48100
H 0.79533 2.11365 1.39748
H 0.83443 2.18024 -0.42266
H 1.48838 0.83499 0.47958
O 0.56882 -1.67922 -0.77628
C -0.59081 -2.06680 -0.52397
O -1.64005 -1.39726 -0.61676
H -0.72908 -3.10647 -0.15203
H -0.77973 0.54497 -0.33130

Forces on atoms 1 to 2 (eV/Å):
C 0.593 -0.411 0.094
O -0.026 0.835 0.872

**HOMO energy**: -4.194 eV
**ΔE to the lowest compared entry with this formula, charge and spin**: 1.0959 eV
**Charge**: -1

---

A single C2H5O3P molecule in a non-equilibrium geometry. Source: the OMol25 dataset; level of theory: ωB97M-V/def2-TZVPD.

Element x y z (Å)
C -0.38173 -1.36958 -0.19803
C -1.65091 0.10298 1.04614
O 0.29507 -0.27048 -0.47819
O -1.30053 -1.20130 0.62096
O 2.53559 0.55186 0.22442
P 1.83084 0.16826 -0.98897
H -0.78071 0.64663 1.51367
H -2.48207 0.18932 1.72129
H -1.89374 0.80463 0.13723
H 2.24054 -0.94610 -1.76257
H 1.58763 1.32377 -1.83596

Forces on atoms 1 to 2 (eV/Å):
C 3.081 -2.943 -2.520
C 0.934 4.204 -1.107

**HOMO energy**: -8.834 eV
**ΔE to the lowest compared entry with this formula, charge and spin**: 3.4018 eV
**Charge**: 0

---

A single C2H5O3P molecule in a non-equilibrium geometry. Source: the OMol25 dataset; level of theory: ωB97M-V/def2-TZVPD.

Element x y z (Å)
C 0.21621 1.13463 0.57812
C -1.88370 0.60063 -0.21698
O 0.36788 -0.28086 0.29385
O -0.92645 1.48562 0.36338
O 2.92784 0.25159 0.01616
P 1.97766 -0.81869 0.13354
H -1.33581 -0.06612 -0.85026
H -2.66203 1.05459 -0.85003
H -2.44876 -0.11095 0.44861
H 1.99410 -1.76374 1.17583
H 1.77306 -1.48671 -1.09221

Forces on atoms 1 to 2 (eV/Å):
C 4.934 -2.325 0.960
C -1.958 -2.146 -0.927

**HOMO energy**: -9.107 eV
**ΔE to the lowest compared entry with this formula, charge and spin**: 3.4934 eV
**Charge**: 0

---

Q: Which gap between HOMO and LUMO values were calculated for the entries above? A: 9.63 8.62 8.33 8.49 9.59 9.81, in eV.